Entry 1:
DFT (ωB97M-V/def2-TZVPD) results for a single C7H15O2P molecule at a distorted geometry.

The geometry in XYZ format:
```
25
C7H15O2P ωB97M-V/def2-TZVPD
C 2.86 1.96 0.21
C 2.25 1.10 -0.57
C -1.76 1.54 0.49
C -2.43 -0.49 -0.80
C -1.35 -0.88 1.32
C 1.94 -1.94 -1.04
C -1.38 0.10 0.10
O 1.82 -0.75 1.52
O -0.17 -0.02 -0.62
P 1.67 -0.46 0.12
H 3.04 2.99 -0.03
H 2.99 1.81 1.28
H 2.26 1.14 -1.64
H -1.82 2.30 -0.34
H -2.77 1.46 0.82
H -1.21 1.95 1.26
H -2.13 -1.53 -1.03
H -2.51 0.15 -1.62
H -3.33 -0.49 -0.12
H -2.29 -0.72 1.87
H -1.24 -1.92 0.91
H -0.34 -0.68 1.86
H 2.78 -2.55 -0.84
H 1.00 -2.55 -0.98
H 2.13 -1.55 -2.12
```

## Properties
Molecular weight (g/mol): 162.17
HOMO level (eV): -9.32
Energy relative to the best compared isomer or geometry (same formula, charge and spin) (kcal/mol): 27.3
Frontier orbital gap (eV): 9.86

***

Entry 2:
DFT (ωB97M-V/def2-TZVPD) results for a molecular structure, C20H43Cl2F3HoO2P2 at a distorted geometry.

The geometry in XYZ format:
```
73
C20H43Cl2F3HoO2P2 ωB97M-V/def2-TZVPD
Ho 0.76 -0.22 0.73
Cl 0.56 1.76 -0.92
P 1.56 1.83 2.30
C 0.73 3.44 2.53
C 1.66 0.81 3.89
C 3.17 2.06 1.42
C -0.80 3.35 2.31
H 1.14 4.08 1.72
C 1.13 4.01 3.88
H 0.71 3.42 4.70
H 0.74 5.03 3.99
H 2.21 4.06 4.02
H -1.02 3.14 1.25
H -1.26 4.31 2.59
H -1.26 2.55 2.91
H 2.87 2.70 0.57
C 3.81 0.78 0.82
C 4.08 2.85 2.35
H 3.73 3.88 2.48
H 5.10 2.90 1.94
H 4.15 2.38 3.34
H 3.30 -0.18 1.07
H 4.85 0.68 1.18
H 3.84 0.85 -0.28
C 0.24 0.53 4.41
H 2.21 1.45 4.60
C 2.43 -0.51 3.69
H -0.32 1.45 4.66
H 0.30 -0.08 5.32
H -0.36 -0.04 3.69
H 1.87 -1.24 3.06
H 2.54 -0.99 4.67
H 3.43 -0.37 3.27
Cl -0.78 -1.95 1.77
H -1.04 0.56 0.64
P -2.15 -0.91 -2.51
C -1.30 -0.31 -4.03
C -2.46 -2.75 -2.44
C -3.51 0.19 -2.01
C 0.24 -0.27 -3.85
H -1.63 0.73 -4.15
C -1.75 -1.14 -5.22
H -1.36 -2.16 -5.16
H -1.38 -0.69 -6.15
H -2.84 -1.18 -5.30
H 0.49 0.48 -3.08
H 0.71 0.03 -4.80
H 0.68 -1.23 -3.53
H -3.06 1.20 -2.09
C -3.99 0.04 -0.54
C -4.62 0.04 -3.06
H -4.30 0.42 -4.04
H -5.52 0.59 -2.78
H -4.91 -1.02 -3.19
H -3.22 -0.46 0.07
H -4.95 -0.50 -0.47
H -4.13 1.04 -0.10
C -1.12 -3.51 -2.40
H -3.02 -3.04 -3.35
C -3.27 -3.14 -1.18
H -0.40 -3.20 -3.18
H -1.28 -4.59 -2.52
H -0.63 -3.35 -1.43
H -2.68 -2.88 -0.28
H -3.44 -4.23 -1.18
H -4.25 -2.64 -1.14
F 3.55 -2.81 0.67
C 2.98 -3.38 -0.44
F 3.93 -4.10 -1.06
F 2.01 -4.25 0.02
C 2.29 -2.36 -1.38
O 2.22 -2.60 -2.58
O 1.77 -1.35 -0.75
```

## Properties
Molecular weight (g/mol): 670.34
HOMO level (alpha / beta) (eV): -3.29 / -3.26
2S+1: 5
Frontier orbital gap (alpha / beta) (eV): 5.68 / 5.66
Charge: -1

***

Entry 3:
DFT (ωB97M-V/def2-TZVPD) results for a single C3H6O2 molecule.

The geometry in XYZ format:
```
11
C3H6O2 ωB97M-V/def2-TZVPD
C -1.05 -0.03 -0.15
C 0.11 0.54 -0.95
O 1.24 -0.02 -0.30
C 0.82 -0.50 0.96
O -0.50 -0.09 1.16
H -1.34 -1.03 -0.51
H -1.93 0.62 -0.13
H 0.12 0.24 -2.00
H 0.14 1.63 -0.89
H 0.91 -1.60 0.97
H 1.45 -0.07 1.76
```

## Properties
Molecular weight (g/mol): 74.08
HOMO level (eV): -9.86
Energy relative to the best compared isomer or geometry (same formula, charge and spin) (kcal/mol): 32.0
Frontier orbital gap (eV): 10.90